(1)
Computed, not measured: 3 unconnected molecules or ions with the total composition C3H15N2O3 in a non-equilibrium geometry, with ωB97M-V/def2-TZVPD.

Computed properties:
- charge = +1
- orbital gap (Ha) = 0.3907
- maximum force (eV/Å) = 2.752
- LUMO level (hartree) = -0.10072

Cartesian coordinates (Å):
N -0.036387 0.903200 0.292312
C 0.054600 -0.217562 1.258744
C -0.974985 0.031170 2.321304
O -0.490394 1.087098 3.153364
C -0.142329 -1.572547 0.476493
N 0.915842 -1.704156 -0.472117
H 0.100034 1.801893 0.756344
H -0.929866 0.835833 -0.215550
H 0.634149 0.754622 -0.470256
H 1.015817 -0.187539 1.794388
H -1.232242 -0.867603 2.855710
H -1.951076 0.483081 2.001950
H -0.071644 0.759757 3.942854
H -0.111912 -2.271469 1.328537
H -1.141909 -1.572121 0.053398
H 1.635328 -2.394658 -0.327835
H 0.550598 -1.806503 -1.407906
H 1.625095 -0.057134 -3.522688
H 2.217701 1.255738 -3.164547
O 1.374588 0.790078 -3.149629
H -0.228776 1.407069 -2.606116
H -1.760423 1.389823 -2.766390
O -1.051802 1.151936 -2.132372

Forces on the atoms, in the same order (eV/Å):
N 0.41 -0.56 -0.26
C -0.66 -1.02 -0.21
C -1.14 1.56 0.61
O -0.13 0.17 -0.27
C 0.66 1.23 2.38
N -0.03 0.23 -1.24
H -0.13 0.06 -0.17
H 0.02 0.59 0.08
H 0.32 0.12 0.18
H -0.08 -0.06 -0.66
H 0.13 -0.42 0.37
H 0.72 -0.82 -0.51
H 0.25 -0.27 0.44
H -0.07 -0.37 -0.69
H -0.07 -0.20 -0.27
H -0.20 -0.13 0.38
H 0.14 -0.13 -0.03
H -0.31 -0.37 -0.14
H -0.03 0.35 0.03
O 0.68 0.17 0.10
H -0.40 -0.49 0.22
H 0.44 -0.24 0.67
O -0.51 0.61 -0.99


(2)
Computed, not measured: a molecular structure, C19H40N2O3PPbSi, with ωB97M-V/def2-TZVPD.

Computed properties:
- charge = +3
- orbital gap (Ha) = 0.2780
- maximum force (eV/Å) = 0.143
- LUMO level (hartree) = -0.36266

Cartesian coordinates (Å):
Pb -0.273080 -0.007767 -0.338243
C 3.305477 3.220132 -1.482550
N 2.945716 2.897149 -0.094148
C 3.803160 3.507483 0.932860
C 1.909706 2.163058 0.191283
O 1.145991 1.679643 -0.707099
C 1.581956 1.881103 1.651891
O 0.363862 1.140223 1.652280
C -0.052862 0.598400 2.901368
C -1.277679 -0.255530 2.601287
O -1.654805 -0.369394 1.385716
N -1.903683 -0.836606 3.582617
C -1.480403 -0.722162 4.986197
C -3.059118 -1.714982 3.347334
H 3.380492 4.301936 -1.578621
H 4.272512 2.773774 -1.708394
H 2.555106 2.837021 -2.162829
H 4.818223 3.541700 0.545591
H 3.471343 4.524012 1.142636
H 3.814148 2.921792 1.847548
H 2.376840 1.294811 2.120009
H 1.442787 2.816214 2.198651
H 0.742271 -0.012666 3.337891
H -0.307606 1.411910 3.583378
H -0.980849 0.222164 5.181182
H -2.369005 -0.765844 5.610618
H -0.825338 -1.553058 5.246864
H -3.195511 -1.877444 2.285366
H -2.877425 -2.664748 3.846996
H -3.947784 -1.251772 3.773255
C 3.027000 -4.449621 -2.136642
Si 2.865925 -4.119025 -0.320146
C 4.452984 -3.606132 0.491002
C 1.933362 -5.428061 0.603511
C 1.744222 -2.556839 -0.214520
C 1.036786 -1.569079 -0.138805
H 3.658438 -5.328266 -2.287043
H 3.494814 -3.615682 -2.661441
H 2.061481 -4.658836 -2.599015
H 5.154139 -4.443520 0.466334
H 4.308468 -3.332326 1.537029
H 4.923363 -2.770870 -0.029582
H 2.507095 -6.357456 0.582300
H 0.962685 -5.632631 0.149902
H 1.780279 -5.160750 1.649907
C -2.407120 3.085513 -0.208510
C -3.160423 1.903261 -0.816014
P -2.139037 0.859550 -1.868392
C -1.294008 1.777349 -3.172454
C -2.266767 2.462550 -4.144545
C -3.028115 -0.609530 -2.443657
C -4.434152 -0.278551 -2.972002
H -3.089901 3.670172 0.405130
H -2.006254 3.748720 -0.974423
H -1.586749 2.754800 0.433802
H -3.985512 2.246349 -1.449512
H -3.597797 1.250459 -0.055871
H -0.647154 1.064875 -3.692551
H -0.644400 2.501791 -2.674949
H -2.833432 1.740148 -4.727861
H -1.683788 3.061337 -4.842339
H -2.958521 3.131891 -3.633503
H -3.094712 -1.307793 -1.605139
H -2.402999 -1.075429 -3.210555
H -5.079611 0.102344 -2.182217
H -4.879537 -1.198425 -3.347169
H -4.415492 0.437156 -3.790994

Forces on the atoms, in the same order (eV/Å):
Pb 0.07 -0.02 0.02
C 0.00 0.00 -0.01
N -0.04 0.00 -0.01
C 0.02 -0.01 0.01
C 0.09 0.03 0.10
O -0.11 -0.02 -0.05
C -0.07 -0.06 -0.02
O 0.01 0.06 -0.08
C -0.03 0.00 -0.08
C -0.01 0.00 0.04
O 0.03 0.04 0.00
N 0.00 0.00 -0.04
C 0.00 0.00 0.02
C -0.01 0.00 0.00
H 0.00 0.00 0.00
H 0.00 0.00 0.00
H 0.00 0.00 0.00
H 0.00 0.00 0.00
H 0.00 0.00 -0.01
H 0.00 0.00 0.00
H 0.03 0.01 -0.01
H 0.03 0.00 0.02
H -0.01 0.00 0.02
H 0.01 -0.01 0.01
H 0.01 -0.01 0.00
H 0.00 0.00 0.00
H 0.00 0.00 0.00
H 0.00 -0.01 0.00
H 0.00 0.00 0.00
H 0.00 0.00 0.00
C -0.01 0.01 0.00
Si -0.01 0.03 0.01
C 0.00 -0.01 0.00
C 0.00 0.01 0.00
C 0.02 -0.05 -0.01
C -0.01 0.02 0.01
H 0.00 0.00 0.00
H 0.00 0.00 0.00
H 0.00 0.00 0.00
H 0.00 0.00 0.00
H 0.00 0.00 0.00
H 0.00 0.00 -0.01
H 0.00 0.00 0.01
H 0.00 0.00 -0.01
H 0.01 0.00 0.00
C 0.01 -0.01 0.01
C -0.03 0.02 0.00
P -0.05 -0.01 0.04
C 0.02 -0.02 0.01
C 0.00 0.00 0.00
C 0.01 0.02 -0.01
C 0.00 0.00 0.00
H -0.01 0.00 0.00
H 0.01 0.00 0.00
H 0.01 0.00 0.00
H 0.01 -0.03 -0.03
H 0.00 0.01 0.01
H 0.00 0.01 -0.01
H -0.01 0.01 0.00
H 0.00 0.00 0.00
H 0.00 0.00 0.00
H 0.00 0.00 0.00
H 0.01 0.00 0.01
H -0.01 0.00 0.00
H 0.00 0.00 0.00
H 0.00 0.00 0.00
H 0.00 0.00 0.00


(3)
Computed, not measured: 2 unconnected molecules or ions with the total composition C3HN3O2 in a non-equilibrium geometry, with ωB97M-V/def2-TZVPD.

Computed properties:
- charge = 0
- orbital gap (Ha) = 0.4083
- maximum force (eV/Å) = 5.212
- LUMO level (hartree) = 0.01090

Cartesian coordinates (Å):
C -0.951170 0.202167 -0.468318
C 2.460716 2.240752 0.326671
C 2.854187 -0.970567 1.555009
N 2.786500 0.101144 1.141585
N -0.540146 -0.463786 0.433144
N 2.253328 1.082159 0.616626
O -1.041662 0.929193 -1.353921
O 2.433779 3.319739 -0.019648
H -1.075290 -0.850119 1.215273

Forces on the atoms, in the same order (eV/Å):
C 0.84 0.59 0.06
C -0.05 -2.93 0.92
C 0.66 -2.37 1.07
N 1.26 -1.67 1.06
N -0.39 -1.65 2.12
N -2.03 4.25 -2.24
O -0.83 0.79 -1.44
O 0.13 2.75 -0.83
H 0.41 0.26 -0.72


| no. | E_HOMO (eV) |
| --- | --- |
| 1 | -13.372 |
| 2 | -17.432 |
| 3 | -10.815 |